1.
57
Properties=species:S:1:pos:R:3:mulliken_charge:R:1 method="wB97M-V/def2-TZVPD" max_force_ev_per_a=0.572 homo_ev=-8.84 charge=0
C 2.517 -2.927 0.611 -1.3890
C 2.153 -2.068 -0.584 0.4265
N 1.333 -1.107 -0.520 -0.5012
C 2.829 -2.416 -1.892 -0.3521
B 1.927 -2.549 -3.193 0.2862
O 0.824 -1.745 -3.412 -0.4895
C 2.297 -3.678 -4.244 -0.5190
C 2.108 -5.081 -3.621 -0.5310
C 3.184 -6.179 -3.856 -0.4807
C 4.415 -5.853 -4.699 -0.9570
S 5.831 -5.075 -3.933 1.0783
O 6.986 -5.371 -4.716 -0.5808
O 5.527 -3.740 -3.528 -0.4777
Cl 6.033 -6.158 -2.212 -0.2226
H 3.496 -3.394 0.490 0.3682
H 2.529 -2.324 1.519 0.4453
H 1.780 -3.726 0.730 0.2722
H 0.977 -1.012 0.434 0.1642
H 3.403 -3.339 -1.772 0.1467
H 3.584 -1.646 -2.109 0.3262
H 1.011 -0.926 -3.887 0.2961
H 3.327 -3.497 -4.551 0.3565
H 1.655 -3.571 -5.122 0.1282
H 1.162 -5.474 -3.996 0.4256
H 1.964 -4.994 -2.540 0.2725
H 3.518 -6.574 -2.900 0.3197
H 2.714 -7.026 -4.362 0.3069
H 4.191 -5.171 -5.523 0.4491
H 4.846 -6.764 -5.117 0.4315
O -1.799 -0.729 1.439 -0.5685
C -1.844 0.469 1.377 0.8365
O -0.691 1.155 1.523 -0.3611
C -0.600 2.567 1.314 -0.6128
C -1.049 3.348 2.530 -0.4168
C -3.148 1.213 1.205 -0.9952
H -1.154 2.854 0.419 0.3669
H 0.455 2.739 1.105 0.3773
H -2.101 3.173 2.756 -0.0847
H -0.913 4.418 2.367 0.2877
H -0.468 3.056 3.405 0.3107
H -3.612 1.324 2.185 0.2355
H -3.796 0.603 0.581 0.3495
H -3.050 2.199 0.760 0.2811
O -4.491 3.316 3.675 -0.5415
C -4.625 4.509 3.649 0.8029
O -3.544 5.275 3.896 -0.3480
C -3.538 6.698 3.730 -0.4311
C -4.074 7.421 4.947 -1.0232
C -5.966 5.159 3.404 -1.0910
H -4.069 6.977 2.819 0.3701
H -2.488 6.942 3.577 0.3434
H -5.122 7.183 5.128 0.2773
H -3.988 8.499 4.809 0.3679
H -3.504 7.137 5.831 0.3153
H -6.503 5.193 4.352 0.2852
H -6.524 4.525 2.720 0.3134
H -5.915 6.165 2.999 0.3540



2.
54
Properties=species:S:1:pos:R:3:mulliken_spin:R:1 method="wB97M-V/def2-TZVPD" e_above_lowest_kj_mol=141.3 max_force_ev_per_a=3.808 homo_ev="-7.56 / -7.72" spin_multiplicity=3 charge=0 s_squared=2.0149
P 2.535 0.348 0.840 0.0410
P 1.099 -0.206 -2.321 0.0178
C 3.347 -0.218 -0.722 0.0107
C 2.822 0.386 -2.056 -0.0052
H 3.262 -1.322 -0.718 0.0022
H 4.439 -0.021 -0.607 0.0013
H 2.883 1.490 -2.032 -0.0001
H 3.406 0.010 -2.920 0.0009
C 1.359 -1.915 -2.921 -0.0007
H 0.367 -2.339 -3.123 -0.0002
H 1.871 -2.523 -2.165 0.0001
H 1.944 -1.867 -3.853 0.0000
C 0.409 0.507 -3.841 0.0042
H 0.931 0.062 -4.711 0.0004
H 0.491 1.609 -3.851 -0.0006
H -0.660 0.222 -3.878 0.0007
C 3.673 -0.153 2.132 0.0128
H 3.323 0.004 3.166 0.0027
H 4.604 0.430 2.016 0.0014
H 3.937 -1.218 2.032 -0.0014
C 2.628 2.131 0.858 0.0041
H 2.048 2.555 0.032 -0.0199
H 3.682 2.450 0.787 -0.0001
H 2.213 2.555 1.786 0.0138
Ni 0.753 1.297 2.903 0.9866
C -2.855 -0.068 -0.494 -0.0207
C -2.399 -1.340 -0.334 0.0148
C -0.955 -1.753 -0.456 0.0061
C -0.016 -1.681 0.734 0.0294
C 0.748 -0.255 0.880 0.1521
C -0.020 0.941 0.522 0.5443
C -0.865 1.361 -0.537 -0.0041
C -2.417 1.313 -0.235 0.1359
C -1.181 1.027 3.283 0.0594
H -3.886 -0.046 -0.962 0.0055
H -2.977 -2.063 0.270 0.0024
H -0.482 -1.087 -1.209 -0.0083
H -0.968 -2.803 -0.821 -0.0046
H -0.507 -1.875 1.702 -0.0077
H 0.761 -2.455 0.644 0.0015
H 0.872 -0.267 2.007 0.0420
H 0.023 1.872 1.241 -0.0876
H -0.673 0.887 -1.554 0.0335
H -0.653 2.450 -0.685 0.0552
H -2.646 1.531 0.829 -0.0108
H -3.029 2.066 -0.831 0.0001
H -1.948 1.356 2.562 -0.0064
H -1.488 1.277 4.335 0.0015
H -1.047 -0.067 3.206 -0.0065
F -4.967 -1.540 0.805 0.0000
B -5.766 -0.910 1.819 0.0000
F -5.341 -1.390 3.105 0.0001
F -5.574 0.503 1.761 0.0001
F -7.114 -1.257 1.585 0.0000



3.
58
Properties=species:S:1:pos:R:3:mulliken_charge:R:1 method="wB97M-V/def2-TZVPD" max_force_ev_per_a=4.892 homo_ev=-9.17 charge=0 smiles="COCCCC[C@@H](OC=O)B(O)O.O=S1(=O)CCCC1.O=S1(=O)CCCC1"
C -1.029 -0.044 2.352 -0.2437
O -2.376 0.138 1.857 -0.4355
C -2.396 1.063 0.735 -0.7134
C -1.703 0.451 -0.598 0.1484
C -0.751 1.490 -1.373 -0.5645
C 0.406 2.137 -0.475 -0.4232
C 1.485 1.096 0.091 0.5796
O 2.430 0.683 -0.955 -0.4013
C 2.016 -0.565 -1.488 0.2091
O 2.074 -0.788 -2.728 -0.5485
B 2.395 1.899 1.209 0.4808
O 1.835 2.838 2.169 -0.6550
O 3.824 1.659 1.297 -0.5928
H -0.323 0.834 2.117 0.0387
H -1.105 -0.135 3.496 0.2550
H -0.571 -0.982 1.874 0.1939
H -3.509 1.241 0.499 0.3172
H -1.974 2.089 1.028 0.2527
H -2.578 0.228 -1.315 0.1439
H -1.144 -0.520 -0.361 0.1646
H -1.431 2.365 -1.696 0.2924
H -0.384 0.996 -2.337 0.1836
H -0.044 2.753 0.383 0.2419
H 0.959 2.901 -1.142 0.3266
H 1.033 0.171 0.597 -0.1332
H 1.621 -1.415 -0.836 0.3616
H 1.747 3.733 1.763 0.3088
H 4.190 2.254 1.999 0.3124
C 2.843 -1.330 5.725 -0.7726
C 3.366 -2.767 5.670 -0.6254
C 2.345 -3.598 4.890 -0.7496
S 1.536 -2.468 3.764 1.2599
O 0.148 -2.355 4.145 -0.6520
O 1.943 -2.771 2.409 -0.6988
C 2.393 -1.000 4.307 -0.4671
H 3.606 -0.633 6.075 0.3578
H 1.991 -1.273 6.411 0.3365
H 4.329 -2.784 5.150 0.2925
H 3.526 -3.177 6.670 0.3382
H 2.825 -4.394 4.321 0.3362
H 1.585 -4.020 5.550 0.3517
H 1.726 -0.139 4.257 0.3077
H 3.251 -0.851 3.647 0.3606
C -2.796 -0.882 -5.862 -0.6886
C -3.118 0.376 -6.671 -0.5784
C -3.525 1.468 -5.679 -0.7698
S -2.684 1.088 -4.145 1.2773
O -3.675 0.753 -3.148 -0.7203
O -1.655 2.076 -3.911 -0.7338
C -1.915 -0.420 -4.709 -0.6717
H -2.296 -1.638 -6.471 0.3562
H -3.723 -1.319 -5.474 0.3079
H -2.226 0.693 -7.221 0.3009
H -3.907 0.195 -7.404 0.3250
H -3.222 2.457 -6.022 0.3319
H -4.600 1.453 -5.487 0.3621
H -1.863 -1.139 -3.892 0.4081
H -0.910 -0.172 -5.057 0.4173



4.
54
Properties=species:S:1:pos:R:3:mulliken_charge:R:1 method="wB97M-V/def2-TZVPD" e_above_lowest_kj_mol=0.0 max_force_ev_per_a=3.327 homo_ev="-3.33 / -3.80" charge=0
P 0.302 -2.007 1.586 1.2632
P 0.299 2.109 1.601 0.2505
C -0.084 -0.644 0.540 0.3425
C 0.628 0.749 0.396 1.7207
H -1.174 -0.538 0.342 0.9729
H 0.201 -1.103 -0.424 -1.8837
H 1.698 0.645 0.149 0.6823
H 0.212 1.104 -0.552 -2.1203
C -1.372 2.521 0.898 -1.0048
H -1.883 3.291 1.485 0.2841
H -2.064 1.685 0.694 0.3394
H -1.142 2.961 -0.066 0.2080
C 1.169 3.594 0.950 -1.2415
H 0.759 3.873 -0.034 0.3272
H 2.254 3.454 0.857 0.4037
H 0.962 4.419 1.636 0.3528
C -0.769 -3.313 0.966 -1.3172
H -0.951 -4.126 1.688 0.3805
H -0.180 -3.724 0.136 0.3921
H -1.706 -2.897 0.569 0.2715
C 1.955 -2.443 1.072 -1.3819
H 2.540 -1.531 0.894 0.3168
H 1.777 -2.958 0.122 0.3677
H 2.454 -3.140 1.758 0.4154
Ba -1.810 0.188 2.846 0.5623
C 0.345 1.686 -2.533 0.0447
C -1.006 1.704 -2.443 -0.2643
C -1.875 0.939 -3.402 -1.0174
C -1.538 -0.559 -3.574 -1.0419
C -0.709 -1.172 -2.474 -0.1155
C 0.632 -1.326 -2.575 -0.2711
C 1.491 -0.490 -3.503 -1.0576
C 1.145 1.016 -3.625 -0.9882
C 0.349 -2.217 3.366 -1.3536
H 0.979 2.286 -1.858 0.3659
H -1.537 2.420 -1.811 0.4333
H -1.798 1.418 -4.391 0.3230
H -2.924 1.020 -3.097 0.3662
H -2.486 -1.122 -3.587 0.4453
H -1.074 -0.716 -4.556 0.3135
H -1.298 -1.596 -1.649 0.6359
H 1.149 -2.211 -2.159 0.4873
H 1.451 -0.919 -4.519 0.3346
H 2.542 -0.566 -3.195 0.4087
H 2.108 1.556 -3.623 0.4566
H 0.701 1.218 -4.609 0.2980
H 0.912 -1.384 3.821 0.2883
H 0.871 -3.168 3.535 0.4857
H -0.662 -2.300 3.812 0.4467
O -0.627 1.714 6.448 -0.5790
Cl -0.346 0.474 5.755 1.6461
O 0.429 -0.455 6.544 -0.5804
O -1.654 -0.166 5.359 -0.8159
O 0.351 0.749 4.436 -0.5993